Record 1
The molecule C4H7NO at a distorted geometry, computed with ωB97M-V with the def2-TZVPD basis set.

E_HOMO (alpha / beta): -8.887 / -7.119 eV
Total energy: -7793.7054 eV
Frontier orbital gap (alpha / beta): 9.48 / 6.36 eV
ΔE to the lowest compared entry with this formula, charge and spin: 5.939 eV

Last column: Mulliken charge in e.
Atoms and positions in Å:
C 0.71 -0.43 1.02  -0.9313
C 0.59 -0.61 -1.30  -0.6705
O -0.70 -0.51 -1.22  -0.2983
C -1.10 0.70 -0.58  -0.3136
C 0.06 1.05 0.41  0.4661
N 0.50 2.14 0.69  -0.6260
H 0.00 -1.26 1.03  0.3351
H 1.71 -0.81 0.78  0.3083
H 0.79 -0.04 2.04  0.3706
H 0.97 -1.60 -1.53  0.4027
H 1.19 0.28 -1.51  0.4148
H -2.08 0.51 -0.14  0.2790
H -1.16 1.51 -1.31  0.2631


Record 2
The molecule C4H7NO, computed with ωB97M-V with the def2-TZVPD basis set.

E_HOMO: -9.567 eV
Total energy: -7796.6943 eV
Frontier orbital gap: 10.44 eV
ΔE to the lowest compared entry with this formula, charge and spin: 2.950 eV

Last column: Mulliken charge in e.
Atoms and positions in Å:
O 0.57 -0.61 1.99  -0.5370
C 0.48 -0.74 0.60  0.1762
C -0.84 -0.88 -0.19  -0.4866
N -0.27 -0.06 -1.30  -0.4661
C -0.25 1.29 -0.77  -0.2337
C 0.84 0.37 -0.36  -0.3052
H 0.35 0.30 2.23  0.3338
H 1.10 -1.60 0.34  0.2800
H -1.71 -0.40 0.28  0.2576
H -1.11 -1.89 -0.50  0.2687
H -1.05 1.62 -0.11  0.1895
H 0.05 2.03 -1.52  0.2413
H 1.86 0.58 -0.68  0.2815


Record 3
The molecule C4H7NO, computed with ωB97M-V with the def2-TZVPD basis set.

E_HOMO: -9.577 eV
Total energy: -7798.5537 eV
Frontier orbital gap: 10.62 eV
ΔE to the lowest compared entry with this formula, charge and spin: 1.091 eV

Last column: Mulliken charge in e.
Atoms and positions in Å:
C -0.32 -1.89 -0.71  -0.9612
C -0.21 -0.60 0.02  0.6358
N 0.52 -0.32 1.02  -0.5343
C 0.59 1.15 1.05  -0.3738
C 0.10 1.51 -0.35  -0.3314
O -0.78 0.43 -0.66  -0.3681
H 0.11 -2.72 -0.16  0.3173
H 0.29 -1.71 -1.61  0.2472
H -1.33 -2.10 -1.05  0.3026
H -0.04 1.56 1.85  0.2791
H 1.62 1.47 1.22  0.2755
H 0.93 1.44 -1.07  0.2403
H -0.42 2.46 -0.49  0.2711


Record 4
A cluster of 3 separate species, C4H7NO in total at a distorted geometry, computed with ωB97M-V with the def2-TZVPD basis set.

E_HOMO: -10.301 eV
Total energy: -7796.2404 eV
Frontier orbital gap: 10.70 eV
ΔE to the lowest compared entry with this formula, charge and spin: 3.404 eV

Last column: Mulliken charge in e.
Atoms and positions in Å:
C 0.36 -1.49 -0.81  -0.5128
C 0.96 -0.59 -1.59  -0.0748
C -1.17 1.50 0.88  -0.2030
O -1.61 0.38 0.95  -0.4244
C 0.84 0.83 -1.43  0.3198
N 0.80 1.99 -1.36  -0.4241
H 0.52 -2.55 -1.01  0.2580
H -0.29 -1.19 0.01  0.1568
H 0.25 -1.24 2.60  0.1591
H 1.58 -0.91 -2.41  0.3041
H -1.66 2.28 0.28  0.3087
H -0.25 1.81 1.41  0.2968
H -0.34 -0.80 2.48  -0.1643


Record 5
The molecule C4H7NO, computed with ωB97M-V with the def2-TZVPD basis set.

E_HOMO: -9.651 eV
Total energy: -7798.6361 eV
Frontier orbital gap: 10.66 eV
ΔE to the lowest compared entry with this formula, charge and spin: 1.008 eV

Last column: Mulliken charge in e.
Atoms and positions in Å:
C -0.54 1.27 0.73  -1.2759
C -0.23 0.41 -0.48  0.3542
C 1.14 -0.27 -0.49  -0.4670
N 0.90 -1.58 0.14  -0.4895
C -0.35 -1.74 0.05  0.0348
O -1.11 -0.74 -0.47  -0.3974
H -1.58 1.62 0.69  0.3410
H -0.41 0.69 1.65  0.2952
H 0.12 2.14 0.78  0.3445
H -0.39 0.97 -1.41  0.2933
H 1.45 -0.46 -1.53  0.2666
H 1.92 0.33 -0.01  0.3193
H -0.91 -2.63 0.34  0.3810


Record 6
The molecule C4H7NO at a distorted geometry, computed with ωB97M-V with the def2-TZVPD basis set.

E_HOMO (alpha / beta): -7.743 / -7.189 eV
Total energy: -7792.7439 eV
Frontier orbital gap (alpha / beta): 8.57 / 7.53 eV
ΔE to the lowest compared entry with this formula, charge and spin: 6.900 eV

Last column: Mulliken charge in e.
Atoms and positions in Å:
C 0.91 -0.01 -1.21  -0.4126
O -0.10 0.96 -1.36  -0.3307
C -1.09 0.53 -0.51  -0.5179
C -0.71 0.39 0.92  0.1398
N -0.51 -1.01 1.43  -0.3994
C 0.52 -0.15 1.36  -0.4701
H 1.82 0.39 -0.73  0.1721
H 1.17 -0.40 -2.18  0.2841
H -2.05 0.96 -0.77  0.3601
H 0.34 -0.84 -0.74  0.1815
H -1.24 1.05 1.61  0.3617
H -0.66 -1.74 0.69  0.2902
H 1.59 -0.12 1.48  0.3412


Record 7
The molecule C4H7NO at a distorted geometry, computed with ωB97M-V with the def2-TZVPD basis set.

E_HOMO: -9.285 eV
Total energy: -7796.2346 eV
Frontier orbital gap: 10.23 eV
ΔE to the lowest compared entry with this formula, charge and spin: 3.410 eV

Last column: Mulliken charge in e.
Atoms and positions in Å:
C 2.11 -0.20 0.12  -0.9861
C 0.65 0.10 0.11  0.6385
N 0.06 1.11 -0.39  -0.4921
C -1.37 0.93 -0.06  -0.3301
C -1.43 -0.56 0.24  -0.2088
O -0.15 -0.86 0.72  -0.3800
H 2.45 -0.35 1.14  0.2926
H 2.66 0.61 -0.35  0.3009
H 2.30 -1.13 -0.43  0.2663
H -1.59 1.61 0.77  0.2333
H -2.02 1.17 -0.89  0.2684
H -1.52 -1.07 -0.98  0.0325
H -2.14 -1.35 0.00  0.3647


Record 8
The molecule C4H7NO, computed with ωB97M-V with the def2-TZVPD basis set.

E_HOMO: -9.598 eV
Total energy: -7797.1547 eV
Frontier orbital gap: 10.63 eV
ΔE to the lowest compared entry with this formula, charge and spin: 2.490 eV

Last column: Mulliken charge in e.
Atoms and positions in Å:
C -0.47 -0.22 1.31  -0.5188
O -1.29 0.74 0.62  -0.3900
C -0.61 1.11 -0.59  -0.5466
C 0.16 -0.13 -1.01  -0.1149
N 1.46 0.04 -0.32  -0.6232
C 0.43 -0.85 0.25  -0.0230
H -1.13 -0.97 1.75  0.2980
H 0.11 0.23 2.13  0.2465
H -1.30 1.56 -1.34  0.3253
H 0.17 1.84 -0.33  0.2627
H 0.00 -0.69 -1.93  0.4336
H 2.20 -0.47 -0.79  0.2283
H 0.61 -1.92 0.28  0.4221


Record 9
The molecule C4H7NO at a distorted geometry, computed with ωB97M-V with the def2-TZVPD basis set.

E_HOMO: -11.343 eV
Total energy: -7798.5105 eV
Frontier orbital gap: 12.08 eV
ΔE to the lowest compared entry with this formula, charge and spin: 1.134 eV

Last column: Mulliken charge in e.
Atoms and positions in Å:
C 0.02 -1.55 -0.58  -1.1132
C -0.79 -0.30 -0.22  -0.5285
C 0.08 0.95 0.01  0.3580
O -0.71 1.97 0.59  -0.5198
C 1.19 0.65 0.94  0.1196
N 2.02 0.50 1.74  -0.4299
H -0.64 -2.42 -0.64  0.3290
H 0.53 -1.46 -1.55  0.2894
H 0.78 -1.76 0.18  0.3617
H -1.37 -0.48 0.69  0.2951
H -1.51 -0.08 -1.02  0.3170
H 0.50 1.27 -0.95  0.1799
H -0.12 2.71 0.80  0.3419


Record 10
The molecule C4H7NO, computed with ωB97M-V with the def2-TZVPD basis set.

E_HOMO: -9.583 eV
Total energy: -7796.8414 eV
Frontier orbital gap: 10.73 eV
ΔE to the lowest compared entry with this formula, charge and spin: 2.803 eV

Last column: Mulliken charge in e.
Atoms and positions in Å:
C -1.08 -0.78 0.20  -0.4295
O 0.07 -1.33 0.84  -0.3859
C 1.07 -0.63 0.14  -0.5501
C 0.71 0.84 0.28  0.0051
N 0.13 1.42 -0.92  -0.5877
C -0.76 0.75 0.05  -0.2190
H -1.94 -0.88 0.85  0.3087
H -1.25 -1.40 -0.70  0.2684
H 2.07 -0.94 0.45  0.3177
H 0.87 -0.85 -0.92  0.2650
H 1.21 1.48 1.00  0.3717
H 0.38 0.86 -1.73  0.2781
H -1.48 1.45 0.47  0.3577


Record 11
A cluster of 2 separate species, C4H7NO in total at a distorted geometry, computed with ωB97M-V with the def2-TZVPD basis set.

E_HOMO: -9.022 eV
Total energy: -7795.6312 eV
Frontier orbital gap: 9.64 eV
ΔE to the lowest compared entry with this formula, charge and spin: 4.013 eV

Last column: Mulliken charge in e.
Atoms and positions in Å:
O 1.51 0.98 0.96  -0.3432
C 2.01 0.65 -0.21  -0.3513
C -0.29 -0.81 -0.95  -0.9552
C -1.02 -0.56 0.37  -0.2605
C -1.41 0.85 0.52  0.2984
N -1.67 1.97 0.64  -0.4787
H 1.09 1.86 0.88  0.3805
H 2.39 -0.38 -0.04  0.1658
H 0.48 -0.04 -1.14  0.3330
H 0.19 -1.80 -0.94  0.3018
H -0.97 -0.75 -1.80  0.3247
H -0.39 -0.81 1.23  0.2430
H -1.92 -1.18 0.44  0.3417


Record 12
The molecule C4H7NO, computed with ωB97M-V with the def2-TZVPD basis set.

E_HOMO: -8.404 eV
Total energy: -7797.8178 eV
Frontier orbital gap: 9.36 eV
ΔE to the lowest compared entry with this formula, charge and spin: 1.827 eV

Last column: Mulliken charge in e.
Atoms and positions in Å:
C -1.71 -0.52 0.10  -0.8055
C -0.67 -0.82 0.88  0.0781
N 0.67 -0.85 0.51  -0.2465
C 1.08 -0.04 -0.61  -0.6693
C 0.63 1.42 -0.51  0.1228
O 0.63 2.04 0.53  -0.4701
H -1.61 -0.27 -0.95  0.2249
H 0.32 1.90 -1.46  0.3445
H -2.71 -0.51 0.51  0.2476
H -0.84 -1.07 1.92  0.2667
H 1.30 -0.80 1.29  0.2781
H 0.74 -0.46 -1.56  0.2947
H 2.18 -0.03 -0.65  0.3342


Record 13
The molecule C4H7NO at a distorted geometry, computed with ωB97M-V with the def2-TZVPD basis set.

E_HOMO (alpha / beta): -8.880 / -8.876 eV
Total energy: -7795.5502 eV
Frontier orbital gap (alpha / beta): 8.57 / 8.57 eV
ΔE to the lowest compared entry with this formula, charge and spin: 4.094 eV

Last column: Mulliken charge in e.
Atoms and positions in Å:
C 1.15 1.10 0.44  0.0904
C -0.36 0.26 0.26  0.4175
C -1.48 1.24 -0.25  -1.1459
C 0.90 -1.58 -0.10  -0.7588
N 0.01 -0.67 -0.69  -0.5106
O 2.21 0.64 0.23  -0.2741
H -0.51 -0.14 1.29  0.2956
H -1.03 2.10 -0.68  0.3005
H -2.22 1.66 0.54  0.2688
H -2.06 0.73 -0.92  0.3848
H 0.84 -2.43 -0.76  0.3018
H 1.93 -1.17 -0.26  0.2818
H 0.62 -1.74 0.89  0.3482


Record 14
The molecule C4H7NO, computed with ωB97M-V with the def2-TZVPD basis set.

E_HOMO (alpha / beta): -6.895 / -6.894 eV
Total energy: -7795.1369 eV
Frontier orbital gap (alpha / beta): 7.88 / 7.88 eV
ΔE to the lowest compared entry with this formula, charge and spin: 4.508 eV

Last column: Mulliken charge in e.
Atoms and positions in Å:
C 0.59 -0.91 0.47  -0.4272
C -0.86 -0.97 -0.04  -0.4581
O -1.55 0.25 0.25  -0.3359
C -0.92 1.35 -0.19  -0.0350
N 0.34 1.36 -0.49  -0.2422
C 1.24 0.32 -0.10  -0.7252
H 0.56 -0.89 1.57  0.2232
H 1.12 -1.82 0.18  0.3262
H -0.88 -1.15 -1.12  0.3006
H -1.44 -1.75 0.46  0.2866
H -1.54 2.24 -0.26  0.3765
H 1.19 1.81 0.08  0.4439
H 2.07 0.24 -0.79  0.2667


Record 15
The molecule C4H7NO, computed with ωB97M-V with the def2-TZVPD basis set.

E_HOMO: -9.445 eV
Total energy: -7796.7011 eV
Frontier orbital gap: 10.55 eV
ΔE to the lowest compared entry with this formula, charge and spin: 2.943 eV

Last column: Mulliken charge in e.
Atoms and positions in Å:
O 2.44 -0.89 -0.13  -0.3801
N 1.84 0.32 0.22  -0.5794
C 0.59 0.26 -0.02  0.3548
C -0.34 -0.84 -0.47  -0.4274
C -1.48 -0.01 0.19  -0.5333
C -0.53 1.22 0.28  -0.3848
H 3.36 -0.75 0.12  0.3616
H -0.43 -0.86 -1.56  0.2291
H -0.13 -1.85 -0.11  0.3116
H -2.39 0.10 -0.39  0.2847
H -1.73 -0.38 1.19  0.2480
H -0.70 1.93 -0.54  0.2184
H -0.49 1.77 1.22  0.2967


Record 16
The molecule C4H7NO, computed with ωB97M-V with the def2-TZVPD basis set.

E_HOMO: -9.435 eV
Total energy: -7797.0376 eV
Frontier orbital gap: 10.47 eV
ΔE to the lowest compared entry with this formula, charge and spin: 2.607 eV

Last column: Mulliken charge in e.
Atoms and positions in Å:
O -0.26 -0.76 1.91  -0.5479
C 0.04 -0.92 0.56  -0.2490
C -1.02 -0.47 -0.50  -0.5906
C -0.02 0.56 -0.99  -0.1734
N 0.31 1.39 0.18  -0.5948
C 1.01 0.11 -0.04  -0.2235
H -0.36 0.20 2.03  0.3653
H 0.36 -1.96 0.41  0.3884
H -1.95 -0.07 -0.09  0.2601
H -1.24 -1.25 -1.23  0.2738
H 0.11 0.95 -2.00  0.4136
H 0.93 2.14 -0.12  0.2382
H 2.09 0.07 -0.12  0.4398


Record 17
A cluster of 2 separate species, C4H7NO in total, computed with ωB97M-V with the def2-TZVPD basis set.

E_HOMO: -8.642 eV
Total energy: -7796.9626 eV
Frontier orbital gap: 9.45 eV
ΔE to the lowest compared entry with this formula, charge and spin: 2.682 eV

Last column: Mulliken charge in e.
Atoms and positions in Å:
C -1.23 1.69 -0.75  -0.8421
C -0.67 0.64 -0.14  0.4974
N -0.77 -0.70 -0.56  -0.4266
C -0.02 -1.38 0.21  -0.1343
C 0.66 -0.53 1.25  -0.1632
O 0.12 0.75 0.98  -0.3703
H -1.86 1.52 -1.61  0.2869
H 2.27 -0.12 -1.56  0.1487
H -1.05 2.71 -0.43  0.2802
H 0.14 -2.45 0.08  0.3554
H 1.68 -0.58 -1.56  -0.1388
H 1.75 -0.52 1.13  0.2441
H 0.43 -0.84 2.28  0.2627


Record 18
The molecule C4H7NO at a distorted geometry, computed with ωB97M-V with the def2-TZVPD basis set.

E_HOMO (alpha / beta): -8.357 / -9.983 eV
Total energy: -7794.0571 eV
Frontier orbital gap (alpha / beta): 6.92 / 9.80 eV
ΔE to the lowest compared entry with this formula, charge and spin: 5.587 eV

Last column: Mulliken charge in e.
Atoms and positions in Å:
C 1.42 1.28 -0.32  -1.0508
C 0.38 0.36 -0.92  -0.2741
O 0.09 -0.72 -0.02  -0.3185
C -1.85 -1.36 0.28  -0.5982
C -1.02 -0.44 0.98  0.6265
N -1.13 0.32 1.91  -0.4899
H 2.33 0.72 -0.07  0.2720
H 1.68 2.07 -1.03  0.3506
H 1.03 1.73 0.59  0.3011
H 0.73 -0.08 -1.86  0.3159
H -0.55 0.91 -1.13  0.2908
H -1.95 -2.40 0.58  0.2924
H -2.46 -1.02 -0.55  0.2823


Record 19
A cluster of 2 separate species, C4H7NO in total at a distorted geometry, computed with ωB97M-V with the def2-TZVPD basis set.

E_HOMO: -8.185 eV
Total energy: -7798.4036 eV
Frontier orbital gap: 9.14 eV
ΔE to the lowest compared entry with this formula, charge and spin: 1.241 eV

Last column: Mulliken charge in e.
Atoms and positions in Å:
C -0.36 -0.96 0.37  -0.3678
C 0.98 -1.21 0.15  -0.4360
N 1.68 -0.32 0.94  -0.0317
C 0.81 0.50 1.60  -0.3629
C -0.48 0.05 1.32  -0.4774
H -1.12 -1.68 0.12  0.3596
H 1.41 -1.99 -0.44  0.3912
H 2.69 -0.27 0.91  0.2012
H 1.21 1.14 2.36  0.3540
H -1.37 0.62 1.53  0.3742
H -1.90 2.06 -2.61  0.3107
H -1.45 0.88 -3.43  0.3097
O -2.10 1.16 -2.81  -0.6248